{"formula": "C14H15Cl4N2O4S2", "method": "the ωB97M-V functional and the def2-TZVPD basis", "symbols": ["C", "C", "S", "C", "C", "C", "O", "C", "C", "C", "O", "C", "C", "O", "O", "C", "C", "N", "S", "N", "C", "H", "H", "H", "H", "H", "H", "H", "H", "H", "H", "H", "H", "H", "H", "H", "C", "Cl", "Cl", "Cl", "Cl"], "positions_angstrom": [[-3.24806, 2.91733, 0.48272], [-2.59404, 1.62934, 0.00349], [-3.68980, 0.76557, -1.14069], [-2.72563, -0.66506, -1.74384], [-1.32306, -0.32740, -2.14011], [-0.26493, -0.27845, -1.26975], [-0.50753, -0.61272, 0.03495], [0.02245, -1.90085, 0.37726], [0.49776, -1.93261, 1.80888], [1.96918, -2.35618, 1.95037], [-0.33447, -2.87686, 2.53986], [1.07619, 0.10088, -1.66823], [2.24307, 0.22544, -0.67230], [1.96845, 0.34587, 0.53915], [3.36577, 0.23684, -1.20213], [1.30414, 0.39150, -2.98222], [0.25595, 0.32620, -3.94475], [0.35295, 0.57121, -5.24188], [-1.14202, 0.34122, -5.85244], [-1.92285, -0.06523, -4.51608], [-1.05342, -0.03669, -3.51049], [-3.16015, 3.68281, -0.28173], [-2.67191, 3.27634, 1.33099], [-4.27952, 2.79065, 0.79214], [-2.39171, 0.98150, 0.84536], [-1.64822, 1.87751, -0.46088], [-3.25271, -0.98035, -2.63551], [-2.74718, -1.48489, -1.03312], [0.80879, -2.17884, -0.31674], [-0.77787, -2.63669, 0.26477], [0.36122, -0.96351, 2.26908], [2.32972, -2.83738, 1.04923], [2.56230, -1.47537, 2.15513], [2.05913, -3.06156, 2.76912], [-0.65400, -2.44841, 3.33324], [2.29926, 0.67734, -3.28845], [3.38517, 1.59665, 4.25212], [1.84796, 0.75924, 4.50893], [3.30610, 3.18357, 5.05331], [4.68723, 0.64773, 4.99664], [3.68631, 1.79429, 2.54463]], "forces_ev_per_a": [[0.484, -0.009, -0.090], [-0.179, -0.140, 0.282], [-0.195, 0.091, -0.307], [0.365, 0.071, 0.218], [0.068, 0.033, -0.066], [-0.209, -0.076, -0.052], [-0.203, -0.240, -0.171], [-0.321, 0.243, -0.190], [0.342, -0.656, 0.726], [-0.485, 0.153, 0.128], [-0.112, -0.105, -0.225], [-0.477, -0.069, -0.559], [0.500, 0.237, 0.221], [-0.307, -0.063, -0.050], [0.233, -0.070, -0.197], [0.220, 0.048, 0.165], [0.338, -0.030, 0.805], [-0.434, 0.016, -0.661], [0.693, 0.081, 0.189], [-0.619, -0.119, 0.120], [-0.031, 0.212, -0.145], [-0.322, 0.117, -0.175], [-0.014, 0.086, 0.225], [-0.191, -0.018, -0.026], [0.119, -0.173, 0.153], [0.199, -0.126, -0.208], [-0.234, -0.035, -0.138], [-0.002, 0.056, 0.267], [0.258, 0.157, -0.083], [-0.085, -0.074, 0.014], [0.004, 0.393, -0.228], [0.190, -0.030, -0.166], [0.303, 0.096, -0.168], [0.009, -0.080, 0.205], [-0.001, 0.080, 0.084], [0.093, -0.028, 0.062], [0.094, 0.113, -0.175], [-0.041, -0.035, -0.013], [0.008, 0.025, 0.046], [0.020, -0.020, 0.039], [-0.078, -0.113, 0.143]], "lowdin_charge": [-0.1801, -0.5570, 0.8647, -0.4149, -0.1672, -0.1947, -0.0690, -0.1194, -0.3635, -0.0346, -0.0665, -0.0257, -0.6700, -0.0722, -0.0388, 0.0487, -0.3608, -0.2311, 0.9466, -0.2528, -0.3171, 0.0652, 0.0682, 0.0564, 0.0670, 0.0768, 0.0570, 0.0743, 0.1275, 0.1296, 0.1198, 0.0756, 0.0532, 0.0700, 0.0728, 0.1193, -2.0553, 0.5215, 0.4833, 0.4922, 0.6011], "max_force_ha_per_bohr": 0.020, "homo_ev": -5.21, "charge": -1, "gap_ha": 0.2737, "total_energy_ha": -3590.15551}